Record 1
Density functional theory data (wB97M-V/def2-TZVPD) for 17 unconnected molecules or ions with the total composition C23H28Cl50NO4 at a distorted geometry.

XYZ file:
```
106
Properties=species:S:1:pos:R:3:forces:R:3
C -0.6018 -4.8942 1.5317 -0.551 -1.016 0.079
C -0.1194 -5.7541 0.3276 -0.173 0.273 0.175
C 1.0457 -5.0961 -0.5156 -1.050 -1.015 0.611
Cl 2.4232 -6.3300 -0.5558 0.060 0.460 0.173
N 1.4081 -3.7752 -0.0515 -0.858 -0.008 0.247
C 2.7225 -3.6585 0.5462 0.664 -0.320 0.986
O 3.0163 -2.4426 1.2034 -0.010 0.321 -1.410
O 2.8702 -2.6324 2.5784 -0.011 -0.498 1.290
C 0.9861 -2.7469 -0.9582 1.487 1.389 -2.551
C 1.8326 -2.8110 -2.2924 0.033 -0.697 -0.032
Cl -0.7748 -2.9270 -1.4922 0.272 -0.332 0.652
C 0.9744 -1.2578 -0.4174 -0.142 1.351 1.733
O 0.4899 -1.0967 0.7122 -0.638 -1.026 0.949
O 1.3748 -0.2722 -1.0811 0.453 -0.941 -1.518
H 0.0202 -5.1256 2.4168 -0.119 0.586 -0.403
H -0.6826 -3.8177 1.3239 0.339 -0.429 0.093
H -1.6232 -5.2530 1.7945 0.524 0.205 -0.107
H -0.9837 -5.9322 -0.3478 0.536 0.243 0.170
H 0.1843 -6.7571 0.6844 -0.069 0.563 -0.151
H 0.7035 -5.1157 -1.5595 0.405 0.602 0.558
H 3.5355 -3.8027 -0.2024 -0.400 0.199 0.362
H 2.7876 -4.4135 1.3540 0.094 0.049 -0.820
H 2.2456 -1.9589 2.8974 -0.088 0.024 -0.731
H 1.1788 -2.9564 -3.1701 0.393 0.378 0.384
H 2.4815 -1.9304 -2.4185 -0.562 -0.141 0.099
H 2.5055 -3.6976 -2.2820 -0.475 0.453 0.207
C -4.5301 -2.0792 -0.8892 0.125 -0.005 0.206
Cl -6.1582 -1.4095 -1.0146 0.024 -0.163 -0.182
Cl -4.2867 -2.7937 0.7097 0.073 0.085 0.054
Cl -4.1860 -3.2882 -2.1268 -0.220 0.109 -0.079
H -3.8290 -1.2595 -1.0092 0.041 -0.091 0.030
C -0.1871 -0.2891 3.6351 -0.263 -0.010 -0.232
Cl -0.9418 1.2830 3.9703 0.100 -0.060 0.013
Cl 1.4498 -0.3437 4.2997 -0.013 0.196 0.113
Cl -1.1664 -1.6007 4.2984 0.030 0.048 -0.010
H -0.1243 -0.4202 2.5546 0.132 -0.026 -0.071
C -5.7055 2.3100 0.9423 0.086 -0.274 0.040
Cl -4.5927 1.7984 -0.3212 -0.096 0.110 0.012
Cl -7.3312 1.6673 0.6632 -0.048 0.102 -0.026
Cl -5.1090 1.7822 2.5165 -0.023 0.103 0.038
H -5.7580 3.3919 0.9255 -0.030 -0.063 0.057
C 1.8651 3.8017 5.3099 0.067 0.037 -0.010
Cl 3.2425 4.2307 4.2940 -0.071 -0.024 0.036
Cl 2.3979 3.4188 6.9508 -0.042 -0.033 -0.036
Cl 0.6765 5.1105 5.3330 0.003 -0.077 -0.022
H 1.3928 2.9193 4.8906 0.009 0.045 0.025
C 3.1810 2.4406 -0.4598 -0.278 -0.162 -0.097
Cl 2.8973 3.8334 -1.5143 -0.354 -0.149 0.090
Cl 4.9041 2.0402 -0.4092 -0.095 -0.029 -0.018
Cl 2.5746 2.7631 1.1611 0.010 -0.012 -0.003
H 2.6424 1.5828 -0.8639 0.009 -0.016 0.111
C -7.4632 -3.1222 3.2305 0.051 0.242 0.000
Cl -7.4647 -1.5215 2.4961 0.011 -0.072 0.035
Cl -7.3203 -3.0038 4.9869 0.010 -0.058 -0.057
Cl -8.9259 -4.0147 2.7859 0.041 -0.067 0.016
H -6.6053 -3.6681 2.8546 -0.068 0.006 -0.005
C 5.9256 6.3917 -2.7991 -0.064 -0.250 0.147
Cl 7.1381 7.4487 -2.0558 0.007 0.084 -0.051
Cl 5.8552 4.8464 -1.9604 0.403 0.241 -0.153
Cl 4.3384 7.1683 -2.7961 0.111 -0.279 -0.483
H 6.2156 6.2127 -3.8275 0.019 0.066 0.059
C -11.9645 -5.9662 1.9925 -0.035 -0.148 0.034
Cl -13.5809 -5.2545 1.9320 0.034 0.012 -0.014
Cl -11.6897 -6.7535 3.5491 0.018 0.078 -0.063
Cl -11.7402 -7.1111 0.6680 0.017 0.079 0.034
H -11.2392 -5.1697 1.8801 -0.068 -0.024 -0.015
C -1.1119 -2.7416 -6.1601 -0.009 -0.043 0.147
Cl 0.6031 -2.4286 -5.8974 -0.079 -0.005 -0.044
Cl -1.3341 -3.8917 -7.4888 -0.015 0.022 -0.030
Cl -1.8750 -3.3415 -4.6855 0.094 0.061 -0.245
H -1.5892 -1.8080 -6.4345 0.023 -0.056 0.002
C -0.7408 1.3494 -2.6839 0.291 0.003 0.225
Cl -1.9354 2.4286 -1.9561 0.093 0.097 -0.071
Cl -1.5367 0.0376 -3.5318 -0.224 -0.276 -0.133
Cl 0.3264 2.2281 -3.7818 0.004 0.051 0.019
H -0.1326 0.9132 -1.8890 0.077 -0.021 -0.067
C -15.9909 -2.2375 1.1571 0.065 0.081 -0.079
Cl -14.3559 -1.5751 1.1905 -0.061 -0.032 0.024
Cl -17.1724 -1.0081 1.6201 0.017 -0.064 0.025
Cl -16.3666 -2.8908 -0.4402 0.007 -0.028 0.072
H -16.0442 -3.0467 1.8760 -0.007 0.049 -0.035
C 8.2290 -0.3561 -1.4502 0.012 0.085 0.014
Cl 9.6230 -1.2151 -0.7848 -0.057 -0.010 -0.012
Cl 7.9822 1.1757 -0.6100 0.164 -0.090 -0.024
Cl 8.4335 -0.0895 -3.1846 -0.035 -0.031 0.039
H 7.3482 -0.9703 -1.3019 0.044 0.042 -0.005
C 2.7700 9.5193 0.4947 0.157 -0.098 0.209
Cl 2.2409 8.5006 1.8358 -0.005 0.033 -0.077
Cl 3.0272 11.1829 1.0407 -0.041 0.011 -0.040
Cl 4.2378 8.8693 -0.2371 -0.192 0.284 0.278
H 1.9895 9.5255 -0.2567 0.047 0.016 0.041
C 1.7292 -6.2478 -4.8605 -0.048 0.019 0.093
Cl 0.9551 -6.6491 -3.3230 -0.071 -0.199 -0.744
Cl 2.9621 -5.0067 -4.6387 0.018 -0.148 -0.133
Cl 2.4324 -7.6948 -5.5969 -0.052 0.014 -0.029
H 0.9719 -5.8588 -5.5318 0.047 0.002 0.016
C 10.5874 8.7302 -0.0321 0.108 -0.007 -0.126
Cl 10.8140 7.3203 -1.0708 -0.034 0.027 0.073
Cl 12.1271 9.5512 0.2490 -0.052 -0.014 0.028
Cl 9.4086 9.8410 -0.7402 -0.021 -0.047 0.092
H 10.2033 8.3898 0.9236 0.084 0.092 -0.188
C 7.2804 7.7024 2.1586 -0.277 -0.009 0.029
Cl 6.5433 9.2662 2.5101 0.098 -0.025 -0.001
Cl 8.9283 7.6346 2.8082 -0.045 -0.081 0.127
Cl 6.3021 6.3909 2.8139 0.078 0.058 -0.085
H 7.3322 7.5833 1.0810 0.020 0.008 0.050
```
Positions in Å, forces in eV/Å.

Values from the calculation:
E = -660105.5099 eV
energy above the lowest of the compared OMol25 structures with the same formula, charge and spin = 0.000 eV
LUMO = 1.4 eV
net charge = -1
Kohn-Sham gap = 7.65 eV

Mulliken atomic charge list, values in e, 8 entries: atom 1 (C): -0.91, atom 2 (C): -0.55, atom 3 (C): 0.05, atom 4 (Cl): -0.18, atom 5 (N): 1.02, atom 6 (C): -1.20, atom 7 (O): 0.05, atom 8 (O): -0.52

***

Record 2
Density functional theory data (wB97M-V/def2-TZVPD) for a gas-phase ion, C4H12N2S (charge -1) at a distorted geometry.

XYZ file:
```
19
Properties=species:S:1:pos:R:3:forces:R:3
C -0.3609 0.3541 -2.0503 -1.050 -2.610 -0.810
C -0.2236 0.2991 -0.5735 -4.024 -1.039 4.681
C 0.1356 1.5951 0.1365 -0.214 0.891 0.310
S -1.1538 3.0919 -0.4292 0.059 0.332 -0.313
N 0.4387 -0.8413 0.0190 0.796 -0.372 -2.152
C 0.3914 -1.1742 1.3980 -1.447 4.013 -0.040
N 1.0855 -2.2761 1.9022 0.239 -2.231 0.567
H 0.5963 0.7199 -2.3779 0.153 0.387 -1.099
H -0.5689 -0.7529 -2.4681 0.685 2.310 0.825
H -1.2693 0.9478 -2.3253 1.325 -0.143 0.127
H -1.3215 -0.0094 -0.1125 1.469 1.541 -1.233
H -0.1194 1.6467 1.2074 0.284 -0.599 -0.514
H 1.1848 1.9619 0.0304 -0.608 -0.287 -0.364
H -2.4954 2.7486 -0.6894 0.215 -0.127 0.074
H 0.9879 -1.3177 -0.6133 1.523 -1.493 -0.996
H 0.7487 -0.1840 1.8342 -0.279 -1.390 0.711
H -0.7398 -1.1783 1.5980 1.293 -0.548 0.595
H 0.6155 -3.1725 1.7996 -0.092 0.450 -0.128
H 2.0680 -2.4589 1.7142 -0.325 0.915 -0.241
```
Positions in Å, forces in eV/Å.

Values from the calculation:
E = -18154.6252 eV
energy above the lowest of the compared OMol25 structures with the same formula, charge and spin = 2.319 eV
spin multiplicity = 2
LUMO (alpha / beta) = 3.4 / 3.3 eV
net charge = -1
⟨S²⟩ = 0.754
Kohn-Sham gap (alpha / beta) = 2.75 / 7.23 eV

Mulliken atomic charge list, values in e, 8 entries: atom 1 (C): -1.25, atom 2 (C): 0.52, atom 3 (C): -1.02, atom 4 (S): -0.82, atom 5 (N): -0.34, atom 6 (C): -0.37, atom 7 (N): -0.53, atom 8 (H): 0.34

***

Record 3
Density functional theory data (wB97M-V/def2-TZVPD) for a molecular structure, C27H33N2Sn at a distorted geometry.

XYZ file:
```
63
Properties=species:S:1:pos:R:3:forces:R:3
C 1.1320 -2.1979 0.3966 -0.751 -0.086 -0.201
C 1.9874 -1.3152 -0.3587 -0.874 -0.240 -0.862
C 1.4362 -1.2270 -1.6894 -0.539 -0.773 0.967
C 0.1709 -1.9254 -1.7064 0.992 0.670 0.879
C -0.0183 -2.5220 -0.4039 1.462 0.140 0.048
Sn -0.0554 0.0332 -0.0826 0.004 -0.714 -0.421
C -2.4103 1.1242 -0.4089 0.127 0.186 3.135
C -2.0732 0.7550 0.9106 -2.672 1.188 -2.910
H -1.8864 1.5407 1.6220 0.142 0.119 -0.015
C -1.9496 -0.6164 1.3085 1.819 -0.683 0.195
H -2.4569 -1.4378 0.8184 -0.219 0.355 -0.025
H -1.6574 -0.8333 2.3440 -0.505 0.180 -0.586
C -2.4724 2.5707 -0.7336 -0.505 0.517 -0.303
H -1.8758 3.1941 -0.0586 -0.110 -0.183 -0.055
H -2.1386 2.7734 -1.7572 -0.077 0.014 0.125
H -3.5219 2.8857 -0.6523 0.163 0.211 -0.137
C -3.0025 0.1581 -1.3643 -0.116 -0.357 -0.601
H -2.8717 -0.8982 -1.0995 -0.001 0.259 0.003
H -4.0855 0.3494 -1.4038 0.161 -0.105 -0.073
H -2.6211 0.2916 -2.3848 -0.082 0.050 0.107
C 3.2835 -0.7370 0.0839 0.719 0.025 0.095
H 3.2933 -0.4728 1.1526 -0.043 -0.110 -0.300
H 4.0880 -1.4739 -0.0782 -0.134 0.291 0.097
H 3.5510 0.1679 -0.4840 -0.136 -0.309 0.167
C 2.1192 -0.6071 -2.8406 0.410 0.173 -0.684
H 2.6310 0.3307 -2.5831 -0.106 -0.257 -0.047
H 2.8742 -1.3104 -3.2192 -0.040 0.186 0.014
H 1.4383 -0.3869 -3.6714 0.232 -0.150 0.219
C -0.6782 -2.1632 -2.8976 -0.350 -0.287 -0.677
H -0.6837 -1.3166 -3.5993 0.031 -0.284 0.200
H -0.2901 -3.0318 -3.4543 -0.172 0.221 0.096
H -1.7239 -2.3858 -2.6404 0.331 0.067 -0.030
C -1.1023 -3.4674 -0.0334 -0.334 -0.436 0.049
H -2.0626 -3.2390 -0.5262 0.361 -0.045 0.145
H -0.8106 -4.4816 -0.3565 -0.203 0.256 0.142
H -1.2819 -3.5129 1.0520 0.086 0.048 -0.340
C 1.3771 -2.6346 1.8125 0.850 -0.965 0.252
H 0.4341 -2.8751 2.3485 0.586 0.024 -0.335
H 2.0053 -3.5274 1.8686 -0.138 -0.231 -0.285
H 1.9403 -1.8804 2.4044 -0.219 -0.776 -0.612
C 0.4128 1.6429 -1.4636 -0.763 -0.606 0.314
C 1.0396 2.7584 -0.9551 0.318 0.288 0.187
C 0.0561 1.5302 -2.8076 0.299 0.307 -0.052
C 1.3834 3.7875 -1.8349 -0.225 -0.360 -0.089
H 1.2771 2.8168 0.1177 -0.035 0.116 -0.562
C 0.4170 2.5616 -3.6827 -0.217 -0.515 0.578
H -0.4370 0.6405 -3.2019 0.083 0.364 0.229
C 1.0758 3.6814 -3.1925 0.164 0.392 0.058
H 1.8859 4.6520 -1.4392 0.118 0.255 -0.066
H 0.1770 2.4485 -4.7299 0.015 0.178 -0.085
H 1.3472 4.4897 -3.8764 -0.059 -0.277 0.266
N -0.0190 -0.1525 7.5133 -0.188 -0.027 -3.157
C -0.0666 -0.0870 6.3408 -0.125 0.253 2.663
C -0.0388 0.1751 4.9165 1.622 0.153 -1.174
C 0.3629 -0.8214 3.9855 -0.549 2.109 1.497
C 0.5460 -0.3746 2.6867 -2.188 0.220 0.823
N 0.4605 0.8860 2.2988 -0.939 0.821 -1.118
C 0.0359 1.8778 3.1206 1.410 -0.911 0.443
C -0.1496 1.5282 4.4500 -0.535 0.130 1.458
H 0.4693 -1.8580 4.2382 -0.075 -0.204 0.218
H 0.1875 -1.0921 1.9345 1.564 0.740 0.478
H -0.0841 2.9166 2.7273 0.227 -1.104 0.390
H -0.3700 2.2946 5.2196 -0.072 -0.512 -0.736
```
Positions in Å, forces in eV/Å.

Values from the calculation:
E = -37334.0639 eV
energy above the lowest of the compared OMol25 structures with the same formula, charge and spin = 2.187 eV
LUMO (alpha / beta) = -4.0 / -4.0 eV
net charge = +1
Kohn-Sham gap (alpha / beta) = 6.26 / 6.26 eV

Mulliken atomic charge list, values in e, 8 entries: atom 1 (C): -0.17, atom 2 (C): 0.70, atom 3 (C): 0.28, atom 4 (C): 1.00, atom 5 (C): 1.07, atom 6 (Sn): 0.85, atom 7 (C): 0.93, atom 8 (C): -0.55

***

Record 4
Density functional theory data (wB97M-V/def2-TZVPD) for 2 unconnected molecules or ions with the total composition C5H8N at a distorted geometry.

XYZ file:
```
14
Properties=species:S:1:pos:R:3:forces:R:3
C -1.7176 0.6434 0.2087 -0.247 -2.622 -0.179
C -0.9579 1.5482 0.1176 0.514 0.141 -0.087
C 1.3453 -0.5988 -0.8185 -3.017 -0.716 0.146
C -2.6147 -0.5298 0.0914 -0.419 2.423 4.449
C 3.2960 0.3046 0.3721 -0.143 -1.530 2.230
N 2.3388 -0.1807 -0.2533 1.954 1.540 1.131
H 1.5657 -1.4180 -1.5079 -0.700 0.375 -0.490
H 0.2859 -0.1711 -0.4263 1.888 -0.972 -0.971
H -2.3738 -1.1636 -0.6679 0.786 -1.669 -2.121
H -2.7086 -1.0950 1.1152 -0.100 1.170 -2.068
H -3.4671 0.0839 -0.1589 -1.353 -0.946 -0.002
H 3.6870 -0.2226 1.2769 -0.540 0.088 -0.818
H 3.6953 1.2692 0.2719 0.530 1.234 -1.208
H -0.1686 2.1620 -0.1271 0.848 1.483 -0.012
```
Positions in Å, forces in eV/Å.

Values from the calculation:
E = -6793.0548 eV
energy above the lowest of the compared OMol25 structures with the same formula, charge and spin = 5.034 eV
LUMO = -5.3 eV
net charge = +1
Kohn-Sham gap = 8.61 eV

Mulliken atomic charge list, values in e, 8 entries: atom 1 (C): -0.07, atom 2 (C): -0.27, atom 3 (C): 0.26, atom 4 (C): -0.91, atom 5 (C): -0.15, atom 6 (N): 0.12, atom 7 (H): 0.31, atom 8 (H): -0.18